Record 1
Entry from the Open Molecules 2025 dataset: 11 unconnected molecules or ions with the total composition C16H24Cl30NOP at a distorted geometry (ωB97M-V/def2-TZVPD).

XYZ file:
```
73
Properties=species:S:1:pos:R:3:forces:R:3:mulliken_charge:R:1
C -0.3615 -0.6388 -6.5488 0.8241 0.3830 0.1111 0.2939
H 1.6727 -0.2977 4.2688 0.0188 -0.0363 0.0122 0.2194
Cl 0.4687 7.4146 5.5231 -0.0143 -0.0206 0.0004 -0.1216
H -0.5367 -2.3447 -2.6337 -0.1631 -0.0248 0.2404 0.2770
Cl 1.0102 -6.6281 5.5392 -0.0488 -0.0737 -0.0737 -0.1155
H 5.9692 4.0428 -0.9359 -0.0054 -0.0013 0.0017 0.2616
Cl -5.2607 2.7781 5.5734 0.0156 -0.0266 -0.0071 -0.1163
H -0.4418 5.5474 6.5921 -0.0046 -0.0002 0.0024 0.2325
H -1.9513 0.1307 -7.5405 -0.1100 -0.0895 0.0684 0.3039
Cl 1.6066 5.8340 7.6812 -0.0166 -0.0049 -0.0007 -0.1341
Cl 1.0853 4.6038 5.1022 0.1028 0.1817 0.0070 0.0016
Cl 0.5870 1.3346 -0.3242 0.1944 0.0781 -0.0255 0.0170
Cl 6.0957 5.4359 -2.8070 -0.0035 -0.0055 0.0112 -0.1171
Cl 2.3977 1.6736 3.2314 -0.0121 -0.0122 0.0078 -0.0987
Cl -0.3783 -3.9992 1.2803 0.0587 0.0922 -0.1537 -0.1293
H -2.0544 1.0048 -2.9748 0.1043 -0.0694 0.2921 0.4102
Cl -1.7251 -7.5904 5.5753 -0.0111 0.0054 -0.0178 -0.1226
C 2.8913 -3.1035 7.4292 -0.0345 0.0489 -0.0234 0.0154
H -1.7599 -2.2779 -6.8333 0.1080 -0.0067 -0.0786 0.4070
Cl 4.1513 -2.0161 6.8413 -0.0254 -0.0049 -0.0140 -0.1209
H 3.3412 -4.0724 7.6001 0.0024 -0.0047 -0.0015 0.2773
P -1.5389 -3.6895 -4.3093 0.3449 -0.4998 0.4832 -0.1841
Cl -7.3895 4.6110 4.8324 0.0121 -0.0008 0.0070 -0.1314
C -1.8478 -3.0730 1.5738 -0.0157 -0.0593 -0.0772 -0.0371
Cl 2.2272 -2.5319 8.9573 0.0029 -0.0032 -0.0084 -0.1134
Cl -2.3806 4.8124 4.0507 0.0112 0.0417 0.0533 -0.1218
C 0.5544 5.8148 6.2643 0.0074 0.0306 -0.0435 0.0176
Cl 0.4763 1.3732 5.3853 -0.0619 -0.2177 0.0427 -0.0932
Cl -0.7628 4.1328 1.7322 -0.0001 -0.0131 0.0380 -0.0343
H -1.4890 0.0335 -1.5787 0.0608 0.0996 -0.1516 -0.1676
C -0.2296 -2.8834 -5.3616 -0.2812 0.3945 -0.2425 -0.5648
Cl 3.7157 -0.3015 -7.7797 0.0515 -0.0017 -0.0534 -0.1170
Cl 0.5995 2.7695 -2.8732 0.1153 0.0070 0.0879 -0.1273
Cl 7.6758 3.0727 -2.2047 -0.0162 0.0016 0.0093 -0.1225
C -1.5318 0.0902 -2.6656 -0.4934 -0.1876 -0.6318 -0.6052
Cl 1.6160 -3.3058 6.2239 0.0494 0.1418 0.0295 -0.0438
H -2.2579 -1.0215 -4.3534 -0.1168 -0.0225 0.1505 -0.1697
O 0.7779 -0.2643 -6.3551 -1.2005 -0.4520 0.0180 -0.4083
C -0.5406 -6.6228 4.7028 -0.0368 -0.0521 -0.0189 0.0585
Cl -5.5550 5.3029 6.9789 0.0198 0.0021 -0.0129 -0.1331
H 2.3834 1.7436 -1.7602 0.0243 -0.0024 0.0111 0.1737
H -0.1069 -2.5009 -7.4895 -0.2796 0.0561 0.0251 0.2934
H -2.7330 -3.3311 -4.9802 0.0972 0.2868 -0.0816 -0.0249
H -2.1203 -2.9814 -2.0889 0.2265 0.2148 0.1271 0.3447
C -0.6971 -2.1267 -6.6427 0.4961 -0.0098 0.1647 -0.4518
C -2.1676 3.6959 2.6941 0.0131 -0.0061 -0.0508 0.1878
H -0.5247 0.1611 -3.0899 -0.0409 -0.0869 0.2879 0.2576
C 3.9477 -1.7926 -6.8825 0.0090 0.0529 -0.0275 0.1481
H 0.2975 -2.1641 -4.7243 0.0228 -0.2141 -0.0484 0.2338
C -5.7384 4.4696 5.4345 -0.0173 0.0067 -0.0310 0.3064
H 3.6941 -1.6045 -5.8479 -0.0589 -0.0203 -0.0045 0.2203
Cl 5.6339 -2.3181 -6.9456 -0.0116 0.0121 0.0302 -0.1411
C 6.1199 3.8737 -1.9940 -0.0024 0.0285 0.0246 0.0607
H -2.0068 2.7027 3.0950 0.0019 0.0141 0.0482 0.1226
H -2.0686 0.2429 -5.9164 -0.0359 0.0303 -0.0201 0.3122
H 0.4947 -3.6602 -5.6139 -0.1015 0.1193 -0.0699 0.4054
Cl 4.8022 2.8503 -2.5701 0.1257 -0.0854 -0.1670 -0.0865
Cl -3.2736 -3.9927 1.0952 -0.0029 -0.0151 0.0333 -0.1294
Cl -3.6297 3.6592 1.7064 -0.0085 -0.0382 0.0073 -0.1411
Cl -1.8007 -1.5287 0.7193 -0.0967 -0.0359 -0.0797 -0.0552
H -0.3974 -7.0642 3.7253 0.0095 0.0015 -0.0033 0.2617
Cl 2.8879 -3.0721 -7.4865 -0.0119 -0.0166 -0.0026 -0.1396
C 1.5302 2.3256 -1.4394 -0.1355 0.1086 -0.0389 0.0828
C 1.1860 0.6184 3.9630 0.0200 0.1385 -0.0345 -0.0276
Cl 2.1263 3.7720 -0.6237 -0.0683 0.0498 0.1346 -0.1185
Cl -0.0646 0.2067 2.7856 0.0074 -0.0804 0.1752 -0.0084
H -5.0776 4.9412 4.7192 -0.0052 -0.0084 -0.0095 0.0621
N -1.4239 0.3312 -6.6961 0.3611 -0.0578 -0.1275 -0.6150
C -1.5912 -2.4743 -2.9001 -0.4262 -0.0896 -0.6842 -0.6554
C -2.2529 -1.1260 -3.2617 0.3036 -0.0652 0.2638 0.0444
Cl -1.1391 -4.9760 4.4572 0.0124 -0.0275 0.2496 -0.0895
H -1.9167 -2.8703 2.6349 0.0147 0.0277 0.0018 0.3079
H -3.2995 -1.1609 -2.9354 0.1260 0.0952 -0.1410 0.3162
```
Forces are in eV/Å.

- E (eV) = -405479.1678
- total charge = 0
- HOMO-LUMO gap (eV) = 8.8
- SMILES = CCCPCCC(N)=O.ClC(Cl)Cl.ClC(Cl)Cl.ClC(Cl)Cl.ClC(Cl)Cl.ClC(Cl)Cl.ClC(Cl)Cl.ClC(Cl)Cl.ClC(Cl)Cl.ClC(Cl)Cl.ClC(Cl)Cl

---

Record 2
Entry from the Open Molecules 2025 dataset: a molecular structure, C16H24CsN5O8P2S2 (ωB97M-V/def2-TZVPD).

XYZ file:
```
58
Properties=species:S:1:pos:R:3:forces:R:3:mulliken_charge:R:1
H 4.4867 4.8481 -0.3597 0.0033 -0.0024 0.0036 0.3161
H -6.2515 -1.5357 2.8178 -0.0165 -0.0110 0.0154 0.3537
O 2.8979 -5.6361 -0.1984 0.1154 0.0347 0.0899 -0.5089
N 4.8905 -1.0008 -0.4972 0.2442 0.4655 -0.0555 -0.3091
H -3.4493 2.0599 -1.1252 0.0265 0.0125 0.0011 0.2679
H -5.9720 -2.7807 0.0421 -0.0116 0.0009 0.0000 0.2390
H 1.3166 2.7730 -2.2263 -0.0079 -0.0365 -0.0325 0.4627
H -6.9810 0.5043 0.1581 0.0041 0.0041 0.0064 0.3268
C -0.0992 1.6779 -1.0570 0.0151 0.0259 0.0165 -0.7037
O 5.4146 -2.9053 1.9027 -0.0448 -0.0284 0.0623 -0.5433
C -5.6617 -1.8778 1.9620 0.0167 -0.0311 0.0324 -0.9346
O 3.1417 -2.5818 2.9935 0.1265 -0.0303 -0.0563 -0.7396
H 3.0202 -4.6774 -0.3293 0.0081 0.0291 -0.0372 0.3883
H -6.1088 0.5647 2.5022 0.0004 -0.0203 0.0061 0.3897
H -2.8154 3.7971 -2.7898 0.0001 -0.0018 -0.0025 0.3575
H 5.6661 -1.1536 0.1258 0.0232 0.0257 0.0185 0.2427
O -0.8904 -0.1330 0.9079 0.2012 0.0020 -0.0189 -0.6343
N 3.6112 0.6522 -1.5867 -0.0739 -0.0995 0.0130 -0.5275
C -2.0499 3.2014 -2.3048 0.0100 -0.0125 0.0158 -0.5645
P 2.6586 -5.8741 1.3902 0.0440 -0.1647 0.0457 0.8513
C 4.6853 0.2362 -0.9747 0.1936 0.0034 -0.0764 0.5361
H -5.4086 1.0755 -0.4275 -0.0307 -0.0112 0.0334 0.2149
Cs 0.5448 -2.7169 1.2243 -0.6078 0.4533 0.0126 1.0930
H -6.4310 2.1403 0.5562 -0.0036 -0.0079 -0.0017 0.3071
C 5.1712 3.9067 -2.1853 -0.0024 0.0234 0.0294 -0.3168
H -7.3182 -1.7376 0.5512 0.0045 -0.0078 0.0002 0.2401
O 1.3436 -5.2774 1.7801 0.1902 -0.3403 0.0590 -0.6940
O 3.8394 -4.8577 2.0213 -0.0261 0.0410 -0.0983 -0.2428
S 5.9470 1.4644 -0.9194 -0.0389 0.0163 -0.0132 -0.2887
H 5.6320 -2.7221 2.8229 -0.0056 0.0192 -0.0014 0.2844
N -4.8631 -0.7557 1.5107 0.0914 -0.0034 0.0817 0.1525
O 3.3704 -2.9442 0.4469 0.0216 -0.2269 0.1202 -1.1175
H -4.5931 1.2581 1.9198 0.0230 0.0201 0.0106 0.4264
C -6.1058 1.1062 0.4096 -0.0139 0.0224 -0.0130 -1.0110
N 3.7231 1.9325 -2.0446 -0.0075 0.1338 0.0021 -0.1896
H -4.9788 -2.6535 2.3054 -0.0136 0.0029 0.0037 0.4455
H 4.0992 -1.6150 -0.2579 -0.1813 -0.2262 -0.0896 0.3312
C -1.4378 1.4676 -0.7422 -0.0123 -0.0352 -0.0823 0.2039
C -5.4075 0.5836 1.6631 0.0081 -0.0304 -0.0719 -0.6848
S -3.0374 -2.5070 0.6403 -0.0584 -0.0166 0.1132 -0.5382
H 6.2155 4.5036 -0.3719 -0.0034 -0.0029 0.0027 0.3169
C -2.4111 2.2371 -1.3742 0.0021 -0.0139 -0.0297 0.1283
C 0.2676 2.6352 -1.9944 -0.0241 0.0181 0.0458 -0.3467
N -3.1175 0.1969 0.4193 0.0585 0.0793 0.0392 -0.2393
C 5.3779 4.8353 -0.9876 -0.0101 -0.0207 -0.0208 -1.0669
H 5.5827 5.8557 -1.3168 0.0019 -0.0018 -0.0023 0.3262
H 6.0606 3.9189 -2.8219 0.0094 0.0005 0.0001 0.2577
C -3.6387 -0.9305 0.9016 -0.1889 -0.0002 -0.3681 0.3516
H 0.6532 1.0796 -0.5601 -0.0032 -0.0226 -0.0239 0.6217
C 4.8466 2.5026 -1.7920 0.0426 -0.1333 0.0532 0.2190
H -0.4284 4.1498 -3.3494 -0.0015 -0.0014 -0.0062 0.3637
O 3.0375 -7.2602 1.7339 0.0120 0.0762 0.0133 -0.7652
C -0.7100 3.3997 -2.6186 -0.0092 -0.0009 0.0309 -0.4588
H 4.3318 4.2500 -2.7911 -0.0007 0.0076 -0.0081 0.2404
H -7.1089 -3.3376 1.2810 0.0086 0.0106 0.0054 0.3895
C -1.7956 0.3918 0.2628 -0.2059 0.1208 0.1805 -0.1368
C -6.5776 -2.4647 0.8915 0.0145 0.0294 -0.0169 -0.9571
P 3.8149 -3.2694 1.8598 0.0832 -0.1362 -0.0374 0.8739
```
Forces are in eV/Å.

- E (eV) = -81620.5167
- total charge = -2
- HOMO-LUMO gap (eV) = 6.4
- energy above the lowest of the compared OMol25 structures with the same formula, charge and spin (eV) = 0.000

---

Which formula does entry 1 have?
C16H24Cl30NOP